22
Properties=species:S:1:pos:R:3:mulliken_charge:R:1 method="wB97M-V/def2-TZVPD" de_lowest_kj_mol=73.98 total_charge=-1 total_energy_ev=-14029.75659 gap_ev=8.403 mol_weight_g_mol=132.136
C 1.138 0.574 -2.419 -0.820
N 0.996 0.624 -0.927 -0.505
C -0.339 1.229 -0.574 -0.252
O -1.424 0.377 -0.739 -0.972
H 0.414 -0.159 -2.777 0.290
H 2.167 0.455 -2.732 0.320
H 0.672 1.497 -2.783 0.297
H 0.806 -0.340 -0.693 0.205
H -0.462 2.123 -1.209 0.287
H -0.326 1.516 0.491 0.218
H -2.786 0.133 1.873 0.278
H -2.063 -0.265 0.651 0.405
O -2.747 -0.653 1.302 -0.733
H -0.894 -0.464 2.631 0.316
H 0.389 -1.215 2.491 0.321
O 0.012 -0.498 3.004 -0.655
H 2.973 1.166 1.192 0.289
H 2.580 0.861 -0.267 0.539
O 3.365 0.926 0.349 -0.760
H -0.938 -1.173 -0.701 0.386
H -1.790 -2.449 -0.544 0.281
O -0.859 -2.172 -0.569 -0.736

---

31
Properties=species:S:1:pos:R:3:mulliken_charge:R:1 method="wB97M-V/def2-TZVPD" de_lowest_kj_mol=0.00 total_charge=+2 total_energy_ev=-18138.24385 gap_ev=10.344 mol_weight_g_mol=185.224
C -0.754 1.926 0.545 -0.795
C 0.224 1.390 1.638 -1.066
C 0.544 -0.072 1.625 0.586
C 1.465 -0.582 2.593 -0.634
N 1.666 -1.888 2.288 -0.058
C 0.869 -2.231 1.202 -0.222
N 0.256 -1.126 0.806 0.169
N -0.024 1.739 -0.721 -0.260
H -1.697 1.353 0.476 0.282
H -1.047 2.958 0.732 0.431
H -0.131 1.564 2.659 0.542
H 1.249 1.864 1.658 0.464
H 1.731 -0.019 3.452 0.437
H 2.288 -2.514 2.760 0.217
H 1.019 -3.182 0.750 0.459
H -0.623 -1.296 0.289 0.393
H 0.989 1.901 -0.531 0.449
H -0.392 2.364 -1.450 0.413
H -0.219 0.868 -1.286 0.307
H 2.816 1.557 -2.400 0.318
H 1.779 2.242 -3.081 0.325
O 1.841 1.562 -2.390 -0.650
H -1.069 -1.133 -2.055 0.284
H -2.360 -1.084 -1.389 0.276
O -1.505 -0.633 -1.346 -0.634
H -2.539 -2.022 0.778 0.272
H -2.186 -3.563 0.676 0.298
O -1.832 -2.671 0.729 -0.629
H -1.197 1.292 -4.671 0.311
H -2.289 2.222 -3.922 0.307
O -1.399 1.862 -3.931 -0.592

---

75
Properties=species:S:1:pos:R:3:mulliken_charge:R:1 method="wB97M-V/def2-TZVPD" total_energy_ev=-59153.61575 gap_ev=8.021 mol_weight_g_mol=722.395
C 3.454 -2.390 -3.337 -0.699
C 2.359 -2.472 -4.080 -0.438
C 1.111 -1.658 -3.829 -0.091
C -0.077 -2.385 -3.278 -0.204
C -1.378 -2.169 -3.505 1.120
C -1.976 -1.135 -4.406 -1.199
I -3.675 -2.035 -5.387 0.119
C -2.261 0.247 -3.730 -0.315
C -1.516 0.486 -2.410 -0.909
I -4.320 0.710 -3.408 0.085
C -2.132 -3.150 -2.663 0.475
O -3.239 -3.120 -2.236 -0.479
O -1.233 -4.160 -2.319 -0.203
C 0.022 -3.568 -2.365 -0.080
O 0.942 -3.978 -1.735 -0.508
H 4.423 -2.680 -3.721 0.290
H 3.385 -2.014 -2.320 0.220
H 2.321 -3.148 -4.930 0.371
H 0.818 -1.188 -4.770 0.264
H 1.374 -0.844 -3.147 0.331
H -1.306 -0.992 -5.248 0.640
H -1.956 1.007 -4.444 0.521
H -2.130 0.216 -1.554 0.430
H -1.282 1.546 -2.321 0.351
H -0.575 -0.060 -2.370 -0.086
C -3.074 -6.299 -0.745 -0.812
C -3.029 -7.625 -0.028 0.721
O -3.946 -8.023 0.650 -0.562
C -1.765 -8.436 -0.202 -1.083
H -4.022 -5.805 -0.550 0.295
H -2.259 -5.660 -0.405 0.251
H -2.958 -6.447 -1.819 0.276
H -0.904 -7.868 0.155 0.300
H -1.606 -8.659 -1.259 0.307
H -1.846 -9.365 0.357 0.319
C -3.476 3.754 0.783 -1.030
C -2.178 3.330 0.144 1.008
O -1.883 3.673 -0.978 -0.574
C -1.266 2.454 0.968 -1.081
H -4.034 4.375 0.086 0.328
H -4.070 2.876 1.042 0.314
H -3.266 4.321 1.692 0.172
H -1.777 1.527 1.235 0.314
H -0.984 2.978 1.882 0.259
H -0.373 2.222 0.391 0.309
C -3.178 4.982 5.168 -1.181
C -1.881 4.559 4.525 1.063
O -1.583 4.911 3.404 -0.581
C -0.977 3.682 5.350 -1.135
H -3.741 5.611 4.481 0.320
H -3.770 4.102 5.424 0.338
H -2.973 5.527 6.090 0.288
H -1.498 2.763 5.626 0.401
H -0.700 4.210 6.263 0.220
H -0.083 3.434 4.781 0.287
C 8.458 -2.608 -4.076 -1.045
C 7.506 -3.757 -4.301 0.748
O 6.309 -3.618 -4.201 -0.510
C 8.121 -5.088 -4.657 -1.098
H 7.898 -1.710 -3.827 0.273
H 9.144 -2.845 -3.261 0.318
H 9.050 -2.431 -4.975 0.319
H 8.796 -5.412 -3.863 0.327
H 8.701 -4.998 -5.577 0.325
H 7.338 -5.829 -4.792 0.286
C -1.131 8.407 7.894 -1.240
C -0.620 7.069 7.420 0.943
O -1.165 6.035 7.737 -0.556
C 0.597 7.089 6.530 -1.120
H -2.006 8.264 8.523 0.314
H -0.356 8.923 8.462 0.375
H -1.395 9.030 7.038 0.323
H 1.431 7.562 7.051 0.398
H 0.391 7.667 5.627 0.317
H 0.876 6.076 6.251 0.245

---

27
Properties=species:S:1:pos:R:3:mulliken_charge:R:1 method="wB97M-V/def2-TZVPD" de_lowest_kj_mol=135.39 total_charge=+1 total_energy_ev=-9503.69927 gap_ev=9.577 mol_weight_g_mol=119.232
C -0.558 -1.333 2.907 -1.094
C -0.550 0.144 2.564 -0.362
N -1.020 0.333 1.144 0.135
C -1.247 1.788 0.855 -0.907
H 0.087 -1.845 2.191 0.286
H -0.171 -1.547 3.901 0.369
H -1.556 -1.768 2.812 0.348
H -1.243 0.736 3.160 0.408
H 0.441 0.593 2.627 0.352
H -1.922 -0.141 1.073 0.376
H -0.392 -0.107 0.449 -0.214
H -2.023 2.133 1.536 0.395
H -1.601 1.903 -0.166 0.347
H -0.316 2.323 1.006 0.405
C 0.881 1.161 -3.177 -1.396
C 0.544 0.407 -1.893 -0.108
N 1.058 -0.956 -1.934 -0.383
C 0.961 -1.617 -0.641 -1.112
H 0.367 2.123 -3.187 0.369
H 0.548 0.582 -4.035 0.359
H 1.952 1.336 -3.260 0.364
H -0.546 0.314 -1.819 0.302
H 0.917 0.980 -1.020 0.293
H 2.033 -0.934 -2.219 0.288
H 1.599 -2.500 -0.630 0.415
H 1.308 -0.986 0.208 0.375
H -0.072 -1.930 -0.447 0.390

---

34
Properties=species:S:1:pos:R:3:mulliken_charge:R:1 method="wB97M-V/def2-TZVPD" total_charge=+1 total_energy_ev=-21928.60515 gap_ev=9.437 mol_weight_g_mol=224.256
C -0.810 0.911 -0.861 -1.051
N -1.778 1.157 0.221 -0.204
C -2.747 2.057 0.100 0.402
N -2.555 3.168 -0.565 -0.225
N -3.998 1.895 0.718 -0.407
C -4.858 0.850 0.101 -0.447
C -5.310 1.229 -1.286 -0.388
F -4.185 1.289 -2.121 -0.291
H -0.129 1.756 -0.985 0.331
H -0.202 0.053 -0.584 0.398
H -1.330 0.740 -1.806 0.334
H -2.127 0.309 0.648 0.344
H -1.675 3.379 -1.012 0.209
H -3.315 3.822 -0.670 0.294
H -3.863 1.664 1.698 0.324
H -4.369 -0.132 0.076 0.306
H -5.741 0.757 0.737 0.415
H -5.988 0.469 -1.679 0.350
H -5.802 2.205 -1.302 0.305
C 4.068 -4.136 0.032 -1.078
C 4.920 -3.018 -0.522 -0.187
O 4.225 -1.753 -0.520 -0.359
C 4.137 -1.156 0.662 0.762
O 4.589 -1.547 1.704 -0.538
O 3.450 -0.015 0.502 -0.328
C 3.248 0.710 1.718 -0.667
H 3.131 -4.212 -0.522 0.284
H 4.600 -5.083 -0.059 0.353
H 3.840 -3.972 1.084 0.316
H 5.153 -3.191 -1.571 0.285
H 5.855 -2.912 0.027 0.323
H 4.194 0.905 2.217 0.327
H 2.592 0.153 2.386 0.307
H 2.779 1.649 1.434 0.199

---

79
Properties=species:S:1:pos:R:3:mulliken_charge:R:1 method="wB97M-V/def2-TZVPD" total_charge=-1 total_energy_ev=-185768.77567 gap_ev=7.155 mol_weight_g_mol=664.291
C 1.222 -3.251 -1.862 -0.972
C 0.986 -1.762 -2.107 -0.226
Br 0.897 -1.447 -4.109 -0.308
C 1.966 -0.854 -1.459 0.239
Br 3.822 -1.356 -1.865 -0.170
Al 1.706 -0.692 0.591 0.267
B 1.991 1.403 1.095 0.202
N 3.279 2.022 1.384 -0.683
O 0.873 2.277 1.234 -0.456
H 0.281 -3.746 -1.640 0.255
H 1.658 -3.723 -2.734 0.306
H 1.903 -3.370 -1.025 0.240
H -0.005 -1.475 -1.774 0.463
H 1.860 0.140 -1.883 -0.166
H 2.766 -1.621 1.391 -0.190
H 0.196 -1.171 0.990 -0.327
H 3.817 2.186 0.541 0.234
H 3.132 2.928 1.828 0.221
H 0.557 2.431 0.343 0.196
C -2.536 0.362 3.731 -0.461
C -1.721 1.335 3.168 -0.337
C -2.018 2.677 3.354 -0.528
C -3.124 3.047 4.108 -0.202
C -3.936 2.073 4.672 -0.207
C -3.644 0.730 4.482 -0.507
H -2.302 -0.684 3.580 0.408
H -0.856 1.049 2.585 0.390
H -1.380 3.429 2.908 0.422
H -3.353 4.097 4.254 0.301
H -4.798 2.360 5.263 0.319
H -4.281 -0.030 4.919 0.354
C 4.796 -4.449 1.714 -0.583
C 5.661 -5.402 2.236 -0.321
C 6.666 -5.938 1.442 -0.419
C 6.808 -5.517 0.127 -0.325
C 5.942 -4.564 -0.392 -0.409
C 4.935 -4.031 0.399 0.415
H 4.014 -4.021 2.327 0.419
H 5.555 -5.725 3.264 0.351
H 7.340 -6.683 1.848 0.336
H 7.594 -5.932 -0.493 0.348
H 6.050 -4.232 -1.418 0.349
H 4.261 -3.288 -0.009 -0.210
C 1.788 4.642 -3.245 -0.513
C 2.561 5.766 -2.986 -0.356
C 3.852 5.624 -2.499 -0.328
C 4.373 4.357 -2.275 -0.507
C 3.601 3.234 -2.537 -0.286
C 2.308 3.376 -3.019 -0.419
H 0.780 4.753 -3.623 0.373
H 2.155 6.754 -3.162 0.357
H 4.452 6.500 -2.291 0.352
H 5.380 4.243 -1.895 0.381
H 4.004 2.243 -2.364 0.503
H 1.708 2.497 -3.220 0.433
C -1.008 -4.453 -4.902 -0.026
C 0.167 -4.951 -5.445 -0.171
C 0.137 -6.085 -6.244 -0.458
C -1.069 -6.720 -6.507 -0.366
C -2.246 -6.222 -5.966 -0.298
C -2.214 -5.090 -5.162 -0.609
H -0.977 -3.569 -4.280 0.205
H 1.103 -4.447 -5.244 0.313
H 1.056 -6.474 -6.664 0.348
H -1.092 -7.603 -7.133 0.344
H -3.187 -6.715 -6.170 0.346
H -3.131 -4.703 -4.736 0.349
C -8.529 6.327 5.048 -0.320
C -8.920 5.667 3.891 -0.358
C -8.147 4.630 3.389 -0.511
C -6.985 4.248 4.046 -0.187
C -6.596 4.908 5.203 -0.111
C -7.366 5.948 5.703 -0.550
H -9.131 7.138 5.439 0.350
H -9.828 5.962 3.381 0.351
H -8.448 4.118 2.485 0.356
H -6.381 3.439 3.656 0.322
H -5.689 4.611 5.714 0.316
H -7.059 6.464 6.603 0.345

---

17
Properties=species:S:1:pos:R:3:mulliken_charge:R:1 method="wB97M-V/def2-TZVPD" s2=0.776 de_lowest_kj_mol=130.40 total_charge=-1 total_energy_ev=-9439.18107 multiplicity=2 gap_ev="2.664 / 5.597" mol_weight_g_mol=102.133
C -2.623 0.841 1.612 -0.998
C -1.429 0.103 0.982 -0.311
C -0.178 0.638 1.268 -0.486
C 0.995 0.098 0.625 -0.320
C 2.254 0.425 1.055 -0.608
O 3.444 -0.156 0.554 -0.341
H -2.851 1.801 1.119 0.179
H -3.580 0.321 1.709 0.322
H -2.321 1.110 2.637 0.220
H -1.737 -0.836 0.545 0.331
H -0.051 1.371 2.041 0.297
H 0.765 -0.662 -0.115 0.271
H 2.468 0.905 1.997 0.260
H 3.252 -1.054 0.243 0.212
H 0.554 -0.835 -5.656 0.340
H 0.718 -2.311 -4.972 0.351
O 0.320 -1.761 -5.643 -0.718